Formula: C44H49N7O3S3Sc
Source: OMol25
Level of theory: ωB97M-V/def2-TZVPD

```
107
Properties=species:S:1:pos:R:3
Sc 0.23 0.58 1.15
S 1.86 -0.82 8.17
C 3.51 -0.48 8.42
C 4.07 0.12 7.34
C 3.15 0.30 6.28
C 1.90 -0.16 6.58
C 0.71 -0.14 5.73
C 0.85 0.04 4.34
N -0.16 0.07 3.50
C -1.41 -0.06 3.98
C -1.67 -0.24 5.34
C -3.03 -0.36 5.80
C -4.05 -0.31 4.92
C -3.81 -0.15 3.52
C -4.87 -0.11 2.59
C -4.59 0.03 1.25
C -3.24 0.13 0.88
N -2.22 0.12 1.72
C -2.50 -0.02 3.04
C -5.62 0.06 0.21
C -5.51 0.56 -1.06
C -6.71 0.44 -1.81
C -7.71 -0.15 -1.10
S -7.20 -0.56 0.48
C -0.57 -0.27 6.22
H 3.98 -0.73 9.36
H 5.11 0.42 7.29
H 3.41 0.77 5.34
H 1.82 0.19 3.89
H -3.21 -0.49 6.86
H -5.07 -0.41 5.26
H -5.89 -0.19 2.95
H -2.99 0.20 -0.17
H -4.60 1.01 -1.45
H -6.82 0.77 -2.83
H -8.71 -0.37 -1.42
H -0.76 -0.39 7.28
N -0.45 5.25 2.95
C -0.11 4.92 1.58
C -0.34 3.44 1.35
O 0.03 2.81 0.38
O -0.98 2.82 2.32
H -0.97 6.11 3.02
H 0.37 5.33 3.54
H -1.13 3.49 3.03
H 0.92 5.14 1.29
H -0.76 5.45 0.88
O 1.74 1.37 2.05
N 2.70 1.01 1.01
C 0.57 -6.05 1.33
C 0.47 -4.55 1.28
C 1.44 -3.73 1.83
C 1.30 -2.36 1.75
N 0.25 -1.76 1.17
C -0.69 -2.55 0.63
C -0.62 -3.93 0.66
H 1.48 -6.36 1.83
H 0.56 -6.47 0.33
H -0.28 -6.47 1.87
H 2.31 -4.15 2.31
H 2.06 -1.69 2.14
H -1.51 -2.04 0.15
H -1.41 -4.51 0.21
C 2.12 0.34 0.08
C 3.04 -0.17 -0.96
C 4.16 0.55 -1.37
C 5.04 0.02 -2.31
C 4.82 -1.25 -2.83
C 3.71 -1.98 -2.42
C 2.81 -1.43 -1.51
H 4.35 1.53 -0.94
H 5.90 0.59 -2.62
H 5.51 -1.67 -3.55
H 3.54 -2.97 -2.81
H 1.94 -1.99 -1.20
C 1.99 -1.13 -7.30
C 1.67 -2.36 -6.44
C 1.28 -2.01 -5.01
C -0.03 -1.24 -4.93
N -0.47 -0.96 -3.56
C -0.14 0.13 -2.85
S -1.12 0.56 -1.51
N 0.85 0.89 -3.29
C 1.27 2.19 -2.75
C 1.15 3.30 -3.78
C -0.26 3.82 -4.04
C -1.19 2.85 -4.77
H 2.34 -1.42 -8.29
H 2.77 -0.52 -6.84
H 1.11 -0.50 -7.45
H 2.55 -3.01 -6.41
H 0.88 -2.94 -6.91
H 2.09 -1.43 -4.55
H 1.18 -2.91 -4.41
H -0.83 -1.80 -5.41
H 0.03 -0.28 -5.46
H -1.24 -1.47 -3.19
H 1.42 0.53 -4.04
H 2.30 2.09 -2.41
H 0.66 2.39 -1.88
H 1.61 2.97 -4.73
H 1.77 4.13 -3.43
H -0.18 4.73 -4.64
H -0.71 4.11 -3.09
H -0.73 2.48 -5.69
H -2.12 3.35 -5.05
H -1.46 1.99 -4.15
```

Results
Relative energy (zero: lowest compared OMol25 entry of this formula, charge and spin) ... 0.0 kJ/mol
Frontier orbital gap ... 0.245 Eh
Electronic energy ... -116202.4513 eV
HOMO level ... -9.37 eV
Charge ... +1
Strongest force on any atom ... 0.01276 Eh/bohr

Atom charges from the Mulliken analysis, given in e for atoms 1 to 8: Sc -0.251; S -0.167; C -0.378; C -0.616; C -0.373; C 0.091; C 0.519; C -0.491